Density functional theory data (wB97M-V/def2-TZVPD) for a 10-piece molecular cluster, C47H92NO27P4 overall in a non-equilibrium geometry.

The geometry in XYZ format:
```
171
Properties=species:S:1:pos:R:3:forces:R:3
C 0.587 2.385 1.203 1.19 0.30 -1.54
C 0.101 1.079 1.775 -1.57 -0.30 0.96
C -1.416 0.827 1.505 -0.89 -1.04 -0.98
C -1.721 0.189 0.163 0.84 1.10 -0.09
C -0.894 -1.085 -0.012 -0.06 1.31 -0.84
C 0.679 -0.920 0.054 -1.65 -1.56 0.67
N 1.001 -0.058 1.243 8.19 -0.31 0.94
O 2.333 -0.181 1.648 -9.07 1.28 -1.99
C 1.343 -0.354 -1.223 -0.55 0.66 -0.09
C 1.174 -2.366 0.350 0.58 0.11 -0.26
C 0.192 1.111 3.245 1.06 -0.74 2.86
H 0.903 2.214 0.174 -0.05 0.29 -0.24
H 1.473 2.759 1.717 -0.08 -0.17 0.17
H -0.160 3.178 1.166 -0.23 -0.37 0.29
H -1.994 1.751 1.538 0.59 0.33 0.28
H -1.948 0.166 2.190 0.85 0.02 0.88
H -1.504 1.006 -0.526 0.30 -0.46 -0.89
H -2.792 0.026 0.043 0.08 -0.32 0.17
H -1.149 -1.446 -1.009 0.34 -0.50 0.05
H -1.233 -1.802 0.736 0.21 -0.14 -0.05
H 0.752 0.453 -1.657 -0.15 0.16 0.21
H 1.335 -1.126 -1.992 0.20 -0.21 0.29
H 2.345 0.049 -1.070 0.04 -0.39 0.17
H 0.763 -2.760 1.279 0.34 0.29 0.21
H 2.260 -2.433 0.286 -0.04 0.04 0.42
H 0.810 -3.062 -0.406 -0.25 0.40 -0.31
H -0.493 1.807 3.730 -0.21 0.15 -0.60
H 1.164 1.344 3.680 0.29 0.23 -0.50
H -0.028 0.146 3.701 -0.28 -0.18 -0.18
C 1.056 4.536 -5.604 1.70 0.11 0.72
C 0.706 5.117 -4.386 -1.53 -0.13 0.48
C 1.584 5.784 -3.566 2.25 -0.07 -0.56
C 2.930 5.694 -3.979 0.17 1.33 1.66
C 3.370 5.155 -5.160 -0.45 0.02 0.45
C 2.420 4.581 -5.953 -1.56 -0.31 -0.77
O 2.883 3.993 -7.077 0.58 -0.52 -1.05
O 1.162 6.418 -2.409 -0.62 -0.82 -0.62
H 0.407 3.938 -6.225 -0.37 0.19 0.14
H -0.270 5.016 -3.935 -0.55 0.01 -0.54
H 3.684 6.103 -3.323 0.14 0.26 0.19
H 4.400 5.154 -5.485 0.04 0.02 0.19
H 2.263 4.008 -7.810 -0.25 0.02 0.16
H 1.818 6.950 -1.952 0.44 -0.12 -0.38
C 7.960 -1.319 -0.086 0.16 0.44 -0.05
C 7.402 -0.166 0.410 -1.20 0.21 -0.96
C 7.142 0.883 -0.498 0.66 -0.79 0.94
C 7.478 0.743 -1.825 -0.40 1.37 0.27
C 8.111 -0.366 -2.297 0.87 -0.76 -0.30
C 8.400 -1.375 -1.406 -0.02 -0.71 0.28
O 9.076 -2.501 -1.795 -0.34 0.14 -0.24
O 6.571 2.024 -0.025 -0.68 0.54 0.54
H 8.073 -2.160 0.582 0.21 -0.20 -0.02
H 6.966 -0.204 1.397 0.24 0.52 0.21
H 7.264 1.590 -2.461 -0.03 0.00 -0.29
H 8.444 -0.431 -3.322 -0.06 -0.10 -0.06
H 8.810 -3.133 -1.124 0.45 -0.60 -0.14
H 7.041 2.809 -0.317 0.08 -0.06 -0.19
C -5.541 10.606 0.098 -0.60 -1.60 -0.10
C -4.669 9.673 0.707 -1.45 1.24 -0.37
C -4.540 8.403 0.222 0.35 -1.01 -1.00
C -5.220 7.979 -0.937 -0.81 1.45 0.22
C -6.164 8.866 -1.521 1.02 0.24 1.41
C -6.355 10.164 -0.979 0.62 -0.44 0.32
O -7.363 10.975 -1.451 0.61 -0.04 0.32
O -3.697 7.524 0.882 -0.16 -0.24 -0.37
H -5.739 11.516 0.645 -0.05 0.27 -0.42
H -4.263 9.899 1.682 0.37 0.22 -0.05
H -5.087 6.998 -1.369 0.12 -0.08 0.19
H -6.780 8.531 -2.343 0.00 -0.01 -0.16
H -7.841 10.495 -2.131 -0.08 0.01 -0.11
H -2.973 8.040 1.242 0.11 -0.03 0.14
C 3.720 -11.575 -1.471 -0.61 -1.17 -1.84
O 4.274 -10.308 -1.291 -0.08 1.39 1.54
P 3.421 -8.986 -0.970 -0.54 0.77 -0.99
O 4.310 -7.839 -0.732 -0.40 -0.64 0.42
O 2.540 -8.748 -2.349 0.49 -0.70 2.00
C 2.886 -7.676 -3.256 -0.40 -0.22 0.12
O 2.286 -9.311 0.202 1.50 -0.12 -1.95
C 2.691 -9.848 1.463 -0.38 0.52 1.58
H 2.651 -11.498 -1.666 -0.11 -0.25 0.32
H 3.962 -12.370 -0.766 0.00 0.70 0.76
H 4.158 -11.944 -2.398 -0.07 -0.05 -0.19
H 2.522 -6.723 -2.871 0.18 -0.03 0.12
H 2.327 -7.906 -4.162 0.17 0.01 0.00
H 3.955 -7.627 -3.464 -0.08 -0.07 0.15
H 2.138 -9.350 2.259 -0.47 0.50 -0.33
H 3.703 -9.619 1.798 0.38 -0.35 -0.82
H 2.395 -10.879 1.653 0.43 -0.27 -0.87
C 5.744 -0.789 7.613 1.60 -0.95 0.09
O 4.720 -1.015 6.690 -1.90 0.75 -0.98
P 3.672 -2.186 6.897 -0.38 -1.39 0.92
O 2.586 -2.274 5.905 0.85 0.59 0.45
O 4.628 -3.496 6.947 -1.34 2.17 1.60
C 5.182 -4.071 5.817 0.57 -1.88 -1.19
O 3.184 -2.086 8.476 1.04 -0.72 -3.09
C 2.603 -0.877 8.902 0.37 0.78 2.45
H 5.809 -1.700 8.209 0.31 0.43 0.66
H 5.686 0.137 8.185 -0.57 -0.16 0.01
H 6.658 -0.749 7.021 0.15 0.15 0.12
H 4.921 -5.124 5.922 0.09 -0.14 -0.45
H 6.271 -4.041 5.784 0.10 0.40 0.49
H 4.859 -3.741 4.830 -0.55 0.43 0.28
H 3.147 -0.673 9.824 0.00 0.18 0.31
H 1.582 -1.008 9.261 -0.18 -0.11 -0.75
H 2.760 0.059 8.365 -0.19 -0.51 -0.96
C -2.575 -6.269 -7.900 -1.43 -0.97 -1.89
O -1.927 -5.954 -6.725 0.93 2.03 2.66
P -2.247 -4.542 -5.893 -0.55 0.37 -2.94
O -3.371 -3.812 -6.556 1.10 -0.93 1.30
O -2.399 -4.962 -4.374 0.05 0.55 0.03
C -3.640 -4.989 -3.627 -0.85 -0.63 -0.20
O -0.882 -3.685 -5.883 -0.30 -0.67 0.91
C 0.047 -3.389 -6.949 -0.68 -0.49 -0.35
H -2.858 -7.321 -7.921 -0.13 -0.15 0.65
H -1.973 -6.230 -8.808 0.56 0.73 0.20
H -3.490 -5.699 -8.066 0.14 0.20 0.13
H -3.697 -5.956 -3.126 0.18 -0.01 -0.18
H -4.529 -4.881 -4.248 0.30 -0.13 -0.48
H -3.795 -4.238 -2.853 1.04 0.40 -0.16
H 0.418 -2.366 -6.897 -0.36 0.01 0.49
H -0.476 -3.488 -7.901 0.21 -0.14 -0.09
H 0.907 -4.056 -6.886 -0.20 -0.13 -0.05
C -5.607 -7.500 4.213 -0.15 -0.67 -0.58
O -5.100 -6.270 3.664 0.11 0.60 1.12
P -4.914 -5.015 4.642 1.83 1.08 0.21
O -4.527 -3.750 3.964 -0.45 -1.54 0.41
O -6.241 -4.877 5.497 0.37 -0.67 1.30
C -7.568 -5.076 5.025 0.15 0.52 -1.46
O -3.781 -5.539 5.727 -1.71 0.06 -1.69
C -3.343 -4.737 6.803 0.14 -0.40 1.58
H -6.275 -7.903 3.452 -0.18 0.09 0.15
H -6.140 -7.385 5.157 0.14 0.18 -0.07
H -4.824 -8.248 4.333 0.28 0.36 0.12
H -7.492 -4.757 3.985 -0.84 -0.09 -0.20
H -8.286 -4.439 5.540 0.41 0.00 0.22
H -7.909 -6.111 5.054 0.27 -0.02 0.25
H -3.182 -5.379 7.668 -0.14 -0.56 -0.09
H -4.107 -4.064 7.192 0.17 0.52 -0.61
H -2.342 -4.325 6.673 -0.37 0.56 -0.69
C -7.329 2.051 -3.050 0.55 -2.06 -0.19
O -5.939 1.941 -3.340 0.51 1.16 -0.02
C -5.546 1.042 -4.383 -1.45 0.87 0.40
C -4.286 1.511 -5.115 -0.96 0.67 -0.44
O -4.467 2.788 -5.817 0.21 -0.81 0.12
C -5.611 3.078 -6.683 0.51 -0.92 1.86
H -7.974 2.456 -3.830 0.39 0.95 -0.06
H -7.437 2.452 -2.042 -0.05 0.45 -0.41
H -7.704 1.028 -3.013 -0.29 -0.40 0.42
H -6.379 1.017 -5.086 0.01 0.00 -0.53
H -5.583 0.051 -3.931 0.91 -0.39 -0.23
H -3.961 0.715 -5.786 -0.28 -0.08 -0.45
H -3.428 1.643 -4.457 -0.25 0.43 0.22
H -6.392 3.485 -6.042 -0.04 0.51 -0.09
H -6.082 2.181 -7.086 0.46 -0.11 -0.59
H -5.256 3.803 -7.416 -0.19 -0.30 -0.01
C -0.405 8.199 4.713 1.15 1.27 -0.85
O 0.070 8.637 3.421 -0.20 -0.33 0.30
C 1.457 8.913 3.425 0.47 -0.02 -0.94
C 1.846 9.445 2.029 0.93 0.83 -1.33
O 2.779 8.743 1.155 -2.33 -0.59 -0.15
C 4.074 8.610 1.573 0.66 -0.03 1.41
H 0.129 7.281 4.959 -0.59 -0.34 0.23
H -1.495 8.203 4.706 0.22 -0.55 -0.14
H -0.087 8.974 5.410 -0.08 -0.05 0.47
H 2.088 8.052 3.645 -0.18 -0.67 -0.07
H 1.738 9.605 4.219 -0.29 0.51 0.01
H 2.286 10.442 2.008 -0.01 0.34 0.98
H 0.980 9.596 1.385 -0.31 -0.52 0.34
H 4.163 7.853 2.352 0.16 -0.60 -0.03
H 4.409 9.499 2.107 0.39 0.56 -0.39
H 4.711 8.351 0.726 -0.03 0.16 0.09
```
Forces are in eV/Å.

Output
lowest unoccupied orbital energy = -6.506 eV
highest occupied orbital energy = -9.21 eV
electronic energy = -5297.42371 Ha
molar mass = 1227.13 u
charge = +1

Here are the Mulliken charges for atoms 1 to 5, given in e: atom 1 (C): -1.718, atom 2 (C): 1.713, atom 3 (C): -1.328, atom 4 (C): -0.829, atom 5 (C): -1.225